a | 28
Properties=species:S:1:pos:R:3:lowdin_charge:R:1 method="wB97M-V/def2-TZVPD" lumo_energy_ev=0.71 homo_lumo_gap_ev=9.81 homo_energy_ev=-9.10
C -3.257 0.671 -0.157 -0.030
C -2.772 -0.596 -0.266 -0.278
C 1.819 1.143 0.320 -0.153
C -2.323 1.686 0.375 -0.193
C -1.422 -0.776 0.222 -0.126
C -0.462 0.310 -0.279 -0.356
C -3.681 -1.687 -0.833 -0.036
C 0.730 0.118 0.644 -0.137
C 5.550 -0.628 -1.190 -0.141
N 2.952 1.284 0.825 -0.038
O 3.284 0.325 1.789 -0.097
O -1.054 1.551 -0.218 -0.091
O 5.808 -1.764 -1.496 -0.017
H -4.274 0.859 -0.401 0.101
H 1.396 1.754 -0.494 0.122
H -2.798 2.681 0.255 0.134
H -2.135 1.573 1.438 0.123
H -1.567 -0.680 1.257 0.123
H -1.079 -1.715 -0.154 0.122
H -0.022 0.222 -1.329 0.179
H -3.992 -1.363 -1.803 0.067
H -4.510 -1.927 -0.188 0.069
H -3.027 -2.634 -0.848 0.099
H 0.539 0.066 1.743 0.134
H 1.103 -0.924 0.620 0.130
H 4.666 -0.089 -1.444 0.056
H 6.357 -0.137 -0.562 0.091
H 4.172 0.675 2.175 0.140

b | 28
Properties=species:S:1:pos:R:3:lowdin_charge:R:1 method="wB97M-V/def2-TZVPD" lumo_energy_ev=0.68 homo_lumo_gap_ev=9.44 homo_energy_ev=-8.76
C 3.099 0.646 0.547 -0.428
C 0.629 1.247 -0.576 -0.055
C -0.294 0.058 -0.542 -0.410
C 1.926 0.493 -0.302 -0.155
C 0.632 -0.969 0.192 -0.227
C 0.402 -1.031 1.691 -0.019
C 0.748 -2.184 -0.659 -0.031
C -3.615 1.112 0.496 -0.094
C -2.370 1.185 -0.390 -0.195
N 2.828 0.026 -1.404 0.065
O 3.317 0.847 1.693 0.152
O 3.935 0.144 -0.467 0.006
O -1.497 0.056 0.065 -0.105
H 0.802 1.968 -1.483 0.165
H 0.329 1.790 0.250 0.096
H -0.547 -0.174 -1.558 0.141
H -0.509 -1.427 1.998 0.057
H 0.296 -0.117 2.093 0.041
H 1.177 -1.740 2.262 0.148
H 1.665 -2.712 -0.277 0.119
H 0.992 -1.942 -1.630 0.050
H -0.116 -2.682 -0.535 0.063
H -3.408 1.279 1.488 0.037
H -4.371 1.789 0.091 0.072
H -4.208 0.118 0.447 0.109
H -1.994 2.245 -0.321 0.129
H -2.705 0.967 -1.505 0.152
H 2.860 -0.989 -1.663 0.118

Which is the most stable structure? a is the most stable.